[1]
The following is a DFT calculation (ωB97M-V/def2-TZVPD) of one molecule with the formula C17H17BrFN3O3 in a non-equilibrium geometry.

```
42
Properties=species:S:1:pos:R:3:nbo_charge:R:1
Br 0.227 3.004 -0.322 0.067
F -5.137 -0.160 -0.151 -0.338
O 7.343 -1.682 -0.346 -0.634
O -1.777 -1.549 1.471 -0.519
O -2.018 1.224 0.550 -0.521
N 3.978 -0.944 0.104 -0.231
N 5.122 -1.622 0.067 -0.453
N 6.200 0.262 -0.670 -0.838
C -0.737 -0.795 1.032 0.363
C 0.495 -1.441 0.971 -0.259
C -2.272 -2.336 -2.107 -0.228
C -0.827 0.538 0.593 0.156
C -3.473 -2.929 -1.756 -0.180
C -4.443 -2.192 -1.101 -0.304
C -2.211 -0.439 3.606 -0.639
C -2.782 -0.960 2.293 -0.067
C 1.646 -0.800 0.526 -0.069
C -2.987 -0.249 -1.129 -0.178
C -2.034 -1.009 -1.797 -0.166
C 2.901 -1.516 0.477 0.041
C 0.348 1.178 0.195 -0.083
C 6.323 -1.036 -0.328 0.771
C 1.569 0.545 0.157 -0.237
C -2.693 1.166 -0.710 -0.083
C -4.184 -0.870 -0.795 0.478
H -2.090 1.664 -1.482 0.193
H -3.478 -1.783 2.473 0.190
H -3.611 1.734 -0.548 0.218
H -1.515 -2.908 -2.621 0.218
H -1.541 0.398 3.421 0.213
H 5.302 0.706 -0.600 0.414
H 5.163 -2.606 0.334 0.382
H -5.389 -2.625 -0.819 0.229
H 2.883 -2.569 0.776 0.160
H -3.022 -0.102 4.245 0.220
H -3.307 -0.155 1.774 0.192
H 7.014 0.776 -0.952 0.410
H -1.659 -1.225 4.117 0.211
H 0.528 -2.473 1.284 0.226
H -1.096 -0.551 -2.076 0.220
H -3.657 -3.965 -1.994 0.218
H 2.455 1.067 -0.161 0.237
```

Values from the calculation:
- LUMO (eV) = 0.2
- SMILES = CCOc1cc(/C=N/NC(N)=O)cc(Br)c1OCc1ccccc1F
- electronic energy (a.u.) = -3721.86889
- orbital gap (eV) = 8.662


[2]
The following is a DFT calculation (ωB97M-V/def2-TZVPD) of a 2-piece molecular cluster, C4H8F4N2 overall in a non-equilibrium geometry.

```
18
Properties=species:S:1:pos:R:3:nbo_charge:R:1
F -2.785 -0.860 -1.600 -0.334
F -3.033 -0.579 0.609 -0.345
F -1.992 -2.288 -0.145 -0.319
F -0.057 0.854 1.546 -0.352
N 1.487 1.125 -0.897 -0.482
N 1.685 2.407 -0.414 -0.612
C -0.876 -0.025 -0.483 -0.579
C 0.196 -0.040 0.560 0.505
C -2.166 -0.993 -0.387 0.978
C 0.925 -1.338 0.873 -0.696
H 2.291 0.475 -0.721 0.326
H 0.079 -1.927 1.246 0.235
H -0.300 -0.295 -1.425 0.270
H 2.093 2.589 0.460 0.336
H 0.762 2.740 -0.276 0.345
H 1.328 -1.599 -0.048 0.231
H -1.331 0.975 -0.621 0.254
H 1.694 -1.221 1.723 0.238
```

Values from the calculation:
- LUMO (alpha / beta) (eV) = 0.7 / 0.8
- electronic energy (a.u.) = -666.06197
- orbital gap (alpha / beta) (eV) = 8.536 / 8.899


[3]
The following is a DFT calculation (ωB97M-V/def2-TZVPD) of one molecule with the formula C7H9NS in a non-equilibrium geometry.

```
18
Properties=species:S:1:pos:R:3:nbo_charge:R:1
S -2.607 0.685 -1.291 -0.090
N 1.037 1.123 0.241 -0.490
C -2.292 0.236 0.522 -0.494
C 2.116 1.262 -0.493 -0.067
C 2.208 0.211 -1.351 -0.309
C -0.669 -0.619 0.764 0.061
C 1.141 -0.709 -1.040 -0.284
C -0.638 -1.599 1.613 -0.424
C 0.473 -0.079 -0.020 0.026
H 0.737 1.739 1.017 0.422
H -1.252 0.678 -1.652 0.155
H 2.629 2.196 -0.565 0.213
H 0.237 -2.137 1.701 0.214
H 2.926 -0.123 -2.105 0.229
H -1.623 -1.863 1.901 0.208
H -3.028 -0.354 0.950 0.201
H 0.831 -1.730 -1.334 0.238
H -2.226 1.082 1.143 0.191
```

Values from the calculation:
- LUMO (eV) = 0.8
- SMILES = C=C(CS)c1ccc[nH]1
- electronic energy (a.u.) = -724.98078
- orbital gap (eV) = 9.222


[4]
The following is a DFT calculation (ωB97M-V/def2-TZVPD) of an isolated ion of composition C3H5O3PS and charge -2 in a non-equilibrium geometry.

```
13
Properties=species:S:1:pos:R:3:nbo_charge:R:1
S 0.045 -2.268 -0.036 -0.646
P 1.753 0.389 -0.030 2.333
O 2.699 0.039 -1.096 -1.212
O 1.607 1.845 0.365 -1.212
O 2.131 -0.555 1.287 -1.107
C -1.105 0.172 0.284 -0.109
C 0.022 -0.383 -0.469 -0.716
C -2.261 0.628 -0.142 -0.518
H -2.281 0.868 -1.230 0.168
H -1.117 0.039 1.277 0.176
H -3.074 0.751 0.571 0.169
H 0.075 -0.148 -1.613 0.213
H 1.507 -1.378 0.832 0.461
```

Values from the calculation:
- LUMO (eV) = 6.1
- SMILES = C=C[C@H]([S-])[P@](=O)([O-])O
- net charge = -2
- electronic energy (a.u.) = -1082.61223
- orbital gap (eV) = 6.078


[5]
The following is a DFT calculation (ωB97M-V/def2-TZVPD) of a 2-piece molecular cluster, C4H13NO3 overall.

```
21
Properties=species:S:1:pos:R:3:nbo_charge:R:1
O 0.536 3.519 0.446 -0.964
O 2.017 1.013 0.277 -0.763
O -2.309 -2.233 0.783 -0.715
N 0.173 -0.998 1.252 -0.878
C -1.838 -1.294 -0.161 -0.071
C 1.446 0.590 -0.969 -0.064
C -0.324 -1.043 -0.120 -0.080
C -0.040 0.258 -0.855 -0.445
H -0.447 0.239 -1.865 0.214
H 1.011 3.981 1.144 0.465
H -0.521 1.086 -0.324 0.224
H 0.818 -1.734 1.494 0.378
H 1.144 2.801 0.205 0.486
H -2.362 -0.371 0.046 0.181
H -0.586 -0.934 1.911 0.386
H 1.595 1.389 -1.688 0.183
H -2.120 -1.570 -1.181 0.167
H 0.180 -1.839 -0.675 0.177
H 2.006 -0.295 -1.312 0.157
H -1.900 -3.090 0.631 0.466
H 1.522 0.524 0.960 0.499
```

Values from the calculation:
- LUMO (eV) = 0.6
- SMILES = N[C@@H](CO)CCO.O
- electronic energy (a.u.) = -440.66894
- orbital gap (eV) = 10.255


[6]
The following is a DFT calculation (ωB97M-V/def2-TZVPD) of C26H50ClF5P2Si2Zr as an isolated structure in a non-equilibrium geometry.

```
87
Properties=species:S:1:pos:R:3:lowdin_charge:R:1
Zr -0.279 -0.021 0.119 1.221
Cl -2.008 -0.044 1.940 0.217
P -0.553 -2.767 0.630 0.971
P -0.574 2.766 0.165 0.987
Si 1.801 -3.077 -1.358 0.520
Si 1.815 2.743 -1.834 0.526
F 3.127 0.392 0.877 -0.052
F 2.128 -1.389 1.886 -0.050
F 1.145 0.501 3.722 0.112
F 3.298 0.514 3.414 0.131
F 2.140 2.110 2.552 0.073
C -1.735 -3.739 -0.499 -0.505
C -2.402 -0.004 -0.951 -0.345
C 1.828 -0.152 -1.393 -0.209
C 1.120 1.000 -1.817 -0.323
C -3.196 -3.292 -0.461 -0.111
C -3.185 3.154 -1.080 -0.108
C 1.935 -0.031 1.517 -0.313
C -1.013 3.658 1.727 -0.531
C -1.651 -5.225 -0.182 -0.120
C -1.701 3.524 -1.154 -0.507
C -0.892 2.741 2.935 -0.171
C 2.116 0.753 2.802 -0.561
C 1.070 3.460 -0.241 -0.398
C -0.586 -2.183 3.408 -0.201
C -0.152 -0.922 -2.144 -0.238
C 3.656 -3.101 -1.218 -0.161
C -0.139 0.486 -2.280 -0.234
C -0.157 -4.485 2.854 -0.133
C 3.671 2.858 -1.781 -0.161
C 1.230 3.667 -3.346 -0.168
C 1.106 -1.356 -1.598 -0.335
C 1.272 -4.223 -2.734 -0.166
C 1.014 -3.622 0.275 -0.409
C -0.922 -3.256 2.388 -0.536
C -0.181 4.905 2.010 -0.124
C -1.567 5.041 -1.137 -0.118
H -0.580 5.428 2.888 0.088
H 4.093 2.381 -0.892 0.032
H -1.325 -3.537 -1.501 0.075
H -1.417 1.790 2.761 -0.070
H 1.842 3.321 -4.192 0.040
H 0.195 -4.202 -2.929 0.024
H -3.403 2.180 -1.521 0.045
H 0.176 3.499 -3.589 0.025
H 1.571 -5.249 -2.483 0.041
H -0.937 1.096 -2.680 0.094
H 0.478 -1.918 3.433 0.066
H 4.013 -2.433 -0.428 0.036
H 2.832 -0.131 -1.026 0.091
H -1.285 3.123 -2.089 0.068
H -0.949 -1.590 -2.423 0.098
H -1.868 5.459 -0.172 0.074
H -2.243 5.451 -1.893 0.081
H -0.172 5.630 1.192 0.057
H -0.672 -5.671 -0.376 0.063
H -1.330 3.198 3.821 0.086
H -1.122 -1.263 3.192 -0.101
H 3.988 -4.122 -0.991 0.042
H 0.908 -4.251 2.959 0.080
H -3.571 3.168 -0.055 0.084
H -3.404 -2.444 -1.121 0.054
H -0.950 -2.460 4.398 0.087
H 1.406 4.742 -3.214 0.040
H 1.754 3.203 0.581 0.043
H 0.850 4.621 2.232 0.074
H 1.735 -3.398 1.078 0.046
H 0.143 2.475 3.167 0.051
H -3.810 -4.119 -0.831 0.076
H -3.538 -3.049 0.553 0.082
H -0.255 -5.359 2.205 0.057
H 1.800 -3.929 -3.652 0.039
H -1.943 -5.437 0.850 0.077
H -0.534 -4.773 3.845 0.087
H 0.890 -4.714 0.252 0.038
H 1.060 4.553 -0.318 0.040
H -2.856 0.773 -0.319 -0.072
H -2.064 3.944 1.596 0.103
H 3.965 3.914 -1.782 0.042
H -2.635 -0.863 -0.295 -0.093
H 4.115 -2.799 -2.167 0.040
H -3.754 3.885 -1.665 0.077
H -2.355 -5.744 -0.841 0.081
H -2.946 -0.126 -1.905 0.030
H -0.569 5.408 -1.381 0.064
H 4.107 2.386 -2.668 0.040
H -2.012 -3.433 2.377 0.109
```

Values from the calculation:
- LUMO (eV) = -0.2
- electronic energy (a.u.) = -3289.04782
- orbital gap (eV) = 7.231


[7]
The following is a DFT calculation (ωB97M-V/def2-TZVPD) of a 2-piece molecular cluster, C8H14BN overall in a non-equilibrium geometry.

```
24
Properties=species:S:1:pos:R:3:nbo_charge:R:1
N -1.730 -1.482 -0.824 -0.516
C -3.358 2.144 0.406 -1.021
C -2.064 -0.406 -0.354 -0.168
C 1.775 0.531 -0.907 -0.422
C 1.481 -0.987 -1.163 -0.396
C 0.645 -0.055 1.288 -0.165
C 1.713 -1.888 0.000 -0.457
C 1.179 -1.261 1.263 -0.212
C 1.114 1.051 0.283 -0.435
B -2.496 0.890 -0.046 0.614
H 2.777 -2.218 0.056 0.208
H 1.200 -2.805 0.001 0.214
H -1.220 -1.934 -0.243 0.330
H 1.624 1.709 0.971 0.223
H -2.710 3.031 0.217 0.262
H 2.873 0.581 -0.806 0.210
H 0.084 0.351 2.045 0.197
H -4.267 2.267 -0.337 0.250
H 1.281 0.970 -1.777 0.222
H 0.436 -1.157 -1.549 0.214
H 1.028 -1.984 2.060 0.198
H 2.126 -1.165 -2.086 0.209
H -3.659 2.245 1.414 0.249
H 0.165 1.573 0.088 0.189
```

Values from the calculation:
- LUMO (alpha / beta) (eV) = -0.7 / -0.7
- SMILES = C1=CCCCC1.CB=C=N
- electronic energy (a.u.) = -392.64543
- orbital gap (alpha / beta) (eV) = 6.778 / 6.774


[8]
The following is a DFT calculation (ωB97M-V/def2-TZVPD) of one molecule with the formula C22H22FN3O6S in a non-equilibrium geometry.

```
55
Properties=species:S:1:pos:R:3:nbo_charge:R:1
S 3.056 2.166 1.882 0.322
F 7.132 0.941 -1.493 -0.320
O 0.413 -0.624 1.601 -0.638
O -0.151 -2.828 -1.037 -0.503
O 0.537 2.210 1.021 -0.439
O -3.833 -0.236 0.649 -0.523
O 1.808 -2.922 0.064 -0.609
O -5.403 1.401 -1.156 -0.490
N 0.536 3.854 -0.433 -0.290
N 1.962 -0.181 0.040 -0.486
N 1.770 3.782 0.102 -0.307
C 5.649 -0.342 -0.196 -0.266
C -4.133 1.672 -0.766 0.265
C 5.869 0.665 -1.119 0.397
C 0.974 -2.320 -0.555 0.807
C -3.327 0.917 0.115 0.293
C 2.327 0.557 2.368 -0.621
C -2.047 1.367 0.394 -0.284
C -6.141 0.333 -0.602 -0.241
C -1.204 -4.339 0.552 -0.633
C 1.104 -0.840 -0.925 -0.316
C 3.297 0.109 -0.346 0.207
C -0.186 2.917 0.105 0.461
C -3.055 -0.936 1.596 -0.258
C 3.535 1.099 -1.293 -0.212
C -1.539 2.529 -0.189 -0.145
C -2.327 3.268 -1.066 -0.166
C 1.747 2.802 0.950 0.276
C 1.494 -0.148 1.309 0.714
C 4.351 -0.624 0.186 -0.236
C -3.604 2.833 -1.335 -0.240
C 4.830 1.387 -1.680 -0.270
C -0.425 -4.205 -0.748 -0.077
H -1.384 -5.390 0.762 0.218
H -1.005 -4.568 -1.599 0.191
H 0.525 -4.746 -0.683 0.203
H 1.686 0.713 3.236 0.257
H -2.157 -3.823 0.474 0.209
H 4.145 -1.425 0.878 0.235
H 1.548 -0.756 -1.917 0.242
H -4.246 3.383 -2.004 0.229
H 6.483 -0.896 0.204 0.233
H -2.102 -1.272 1.179 0.196
H 0.109 -0.386 -0.927 0.243
H -2.860 -0.325 2.482 0.181
H 2.713 1.660 -1.712 0.232
H 5.037 2.161 -2.400 0.238
H -3.656 -1.799 1.879 0.196
H -5.695 -0.634 -0.841 0.186
H -1.413 0.806 1.062 0.251
H -0.634 -3.906 1.370 0.225
H 3.180 -0.056 2.659 0.258
H -7.126 0.404 -1.063 0.189
H -6.238 0.429 0.481 0.182
H -1.928 4.162 -1.514 0.235
```

Values from the calculation:
- LUMO (eV) = 0.5
- SMILES = CCOC(=O)CN(C(=O)CSc1nnc(-c2ccc(OC)c(OC)c2)o1)c1ccc(F)cc1
- electronic energy (a.u.) = -1965.29143
- orbital gap (eV) = 8.419


[9]
The following is a DFT calculation (ωB97M-V/def2-TZVPD) of one molecule with the formula C5H5N3S in a non-equilibrium geometry.

```
14
Properties=species:S:1:pos:R:3:nbo_charge:R:1
S -1.672 -2.145 1.734 -0.041
N 1.600 -3.705 2.866 -0.248
N -0.812 0.215 1.774 -0.235
N -0.431 -1.082 1.905 -0.211
C 1.200 -2.655 2.616 0.216
C -0.400 0.608 -0.646 -0.313
C -0.094 -0.580 -1.170 -0.270
C 0.794 -1.362 2.311 -0.110
C -0.842 0.898 0.704 0.127
H -0.344 1.489 -1.272 0.219
H 0.216 -0.659 -2.197 0.208
H 1.514 -0.558 2.387 0.239
H -1.260 1.888 0.859 0.207
H -0.154 -1.504 -0.621 0.212
```

Values from the calculation:
- LUMO (eV) = -1.0
- SMILES = C=C/C=N\[N+]([S-])=C\C#N
- electronic energy (a.u.) = -755.84165
- orbital gap (eV) = 7.688


[10]
The following is a DFT calculation (ωB97M-V/def2-TZVPD) of an isolated ion of composition CHF2O4S and charge -1 in a non-equilibrium geometry.

```
9
Properties=species:S:1:pos:R:3:nbo_charge:R:1
S 0.985 0.181 -0.004 2.290
F -0.839 -1.339 1.131 -0.308
F -0.862 -1.211 -1.095 -0.361
O 1.007 1.051 1.208 -1.028
O -1.579 0.525 -0.041 -0.729
O 0.798 0.932 -1.235 -1.011
O 2.024 -0.818 -0.007 -0.980
C -0.709 -0.562 0.103 0.616
H -0.825 1.241 -0.059 0.510
```

Values from the calculation:
- LUMO (eV) = 4.1
- SMILES = O=S(=O)([O-])C(O)(F)F
- net charge = -1
- electronic energy (a.u.) = -937.66508
- orbital gap (eV) = 9.714


[11]
The following is a DFT calculation (ωB97M-V/def2-TZVPD) of an isolated ion of composition C6H13N and charge -1 in a non-equilibrium geometry.

```
20
Properties=species:S:1:pos:R:3:mulliken_spin:R:1
N 0.855 -1.733 -0.431 0.974
C -1.319 -1.654 0.479 0.412
C 0.515 1.390 -1.681 0.386
C -0.044 -0.941 0.185 2.006
C 0.058 0.433 0.533 -0.803
C 1.131 1.194 -0.243 0.764
C -1.024 1.186 1.395 0.436
H -1.931 0.615 1.708 -0.112
H 1.055 2.383 -2.090 -0.157
H -1.509 2.073 0.694 0.017
H -1.639 -1.618 1.523 0.085
H 0.954 0.655 -2.369 -0.012
H 0.988 -2.729 -0.263 -0.858
H -2.140 -1.079 0.019 0.095
H -1.303 -2.605 0.132 -0.907
H 1.111 2.282 0.132 -0.105
H 2.125 0.674 -0.383 -0.478
H 1.639 -1.259 -0.805 -0.479
H -0.655 1.772 2.270 -0.126
H -0.592 1.325 -1.564 -0.137
```

Values from the calculation:
- LUMO (alpha / beta) (eV) = 4.1 / 3.9
- net charge = -1
- 2S+1 = 2
- electronic energy (a.u.) = -291.03296
- orbital gap (alpha / beta) (eV) = 2.800 / 7.221


[12]
The following is a DFT calculation (ωB97M-V/def2-TZVPD) of a 2-piece molecular cluster, C5H9N3 overall in a non-equilibrium geometry.

```
17
Properties=species:S:1:pos:R:3:nbo_charge:R:1
N -0.216 2.271 0.567 -0.362
N 2.071 1.020 0.111 -0.835
N 3.112 -0.986 0.291 -0.734
C 2.100 -0.355 -0.178 0.262
C -1.593 -0.333 -1.338 -0.313
C -1.235 -0.154 -0.059 -0.081
C -2.169 -0.601 1.037 -0.636
C -0.499 1.176 0.335 0.290
H 1.601 1.764 -0.389 0.412
H -2.958 -1.255 0.668 0.221
H -1.600 -1.106 1.818 0.229
H 3.480 -1.717 -0.308 0.350
H -2.725 0.234 1.465 0.233
H -1.127 0.176 -2.168 0.207
H 2.645 1.266 0.910 0.397
H 1.649 -0.616 -1.146 0.149
H -2.534 -0.785 -1.616 0.210
```

Values from the calculation:
- LUMO (eV) = 0.2
- SMILES = C=C(C)C#N.[H]/N=C/N
- electronic energy (a.u.) = -360.07373
- orbital gap (eV) = 8.606


| no. | molecular weight (g mol⁻¹) |
| --- | --- |
| 1 | 410.24 |
| 2 | 160.11 |
| 3 | 139.22 |
| 4 | 152.11 |
| 5 | 123.15 |
| 6 | 702.47 |
| 7 | 135.02 |
| 8 | 475.50 |
| 9 | 139.18 |
| 10 | 147.08 |
| 11 | 99.18 |
| 12 | 111.15 |